Record 1
54
Properties=species:S:1:pos:R:3:mulliken_charge:R:1 method="wB97M-V/def2-TZVPD" lumo_energy_ev="-9.244 / -12.312" charge=+3 orbital_gap_ev="5.5 / 5.6" de_lowest_kcal_mol=0.0 multiplicity=5
Ru -0.1772 0.5317 -0.1192 0.904
C -0.2784 0.8430 4.2529 -0.841
C 1.0518 1.0555 4.5332 -0.746
C 1.9728 1.0679 3.4844 -0.665
C 1.5330 0.8805 2.1899 1.016
N 0.2018 0.6824 1.9183 0.463
C -0.6672 0.6607 2.9274 -0.404
C 2.4062 0.8841 1.0311 0.639
C 3.8204 0.9728 1.0348 -0.863
C 4.5489 0.9344 -0.1800 -1.126
C 3.8809 0.7824 -1.3652 -0.937
C 2.4298 0.6739 -1.3794 0.181
N 1.7661 0.7853 -0.1468 0.767
C 1.5899 0.4963 -2.4650 0.834
C 2.0211 0.4569 -3.8196 -1.218
C 1.0929 0.3275 -4.8334 -0.477
C -0.2538 0.2288 -4.5108 -0.933
C -0.6403 0.2647 -3.1649 -0.022
N 0.2229 0.3855 -2.1641 0.481
H -1.0232 0.8256 5.0382 0.474
H 1.3801 1.2146 5.5525 0.488
H 3.0231 1.2421 3.6811 0.516
H -1.7005 0.4977 2.6621 0.506
H 4.3466 1.0741 1.9759 0.517
H 5.6273 1.0147 -0.1684 0.481
H 4.4338 0.7342 -2.2954 0.488
H 3.0741 0.5491 -4.0529 0.476
H 1.4117 0.3061 -5.8673 0.491
H -1.0085 0.1234 -5.2794 0.458
H -1.6804 0.1894 -2.8858 0.458
F 0.1061 3.1760 -1.4470 -0.230
B 0.1439 2.6081 -0.2630 0.478
F 0.3869 3.2973 0.8316 -0.225
C -5.3819 0.2718 -1.4512 -0.870
N -4.6381 0.7093 -0.2303 0.019
C -5.4066 1.3381 0.8918 -0.836
C -3.3572 0.6661 -0.1987 0.558
N -2.1918 0.6160 -0.1569 -0.590
H -6.1974 -0.3676 -1.1269 0.331
H -4.7146 -0.2917 -2.0962 0.328
H -5.7710 1.1416 -1.9740 0.344
H -6.2225 0.6710 1.1529 0.330
H -5.7935 2.3000 0.5657 0.338
H -4.7534 1.4719 1.7489 0.298
N 1.3156 -4.7844 1.3217 -0.199
C 0.5781 -3.9477 0.3075 -0.723
C 0.7913 -2.4755 0.6657 0.816
O 1.5175 -2.2224 1.6357 -0.743
O 0.1926 -1.6696 -0.1184 -0.518
H 2.0131 -5.3963 0.9034 0.364
H 0.6975 -5.3627 1.8872 0.362
H 1.7827 -4.0778 1.9279 0.333
H -0.4765 -4.2016 0.3198 0.317
H 0.9737 -4.1549 -0.6814 0.317

=====

Record 2
128
Properties=species:S:1:pos:R:3:mulliken_charge:R:1 method="wB97M-V/def2-TZVPD" lumo_energy_ev="1.593 / 1.593" charge=-1 orbital_gap_ev="4.7 / 5.6" multiplicity=4
V -0.1000 0.9580 -0.2911 -0.367
C -1.4603 -2.9615 -1.3002 -1.035
C -0.1767 -2.4292 -1.9385 1.435
C 0.5825 -3.6211 -2.5189 -1.205
P 0.7394 -1.2189 -0.7634 1.747
C 2.5357 -1.5960 -1.2026 0.979
C 3.3217 -0.2898 -1.2005 -0.885
C 3.2127 -2.6309 -0.3136 -1.747
C 0.2236 -1.9189 0.8317 -1.398
C 0.3776 -3.2584 1.1590 -0.642
C -0.1875 -3.8118 2.2959 1.845
C 0.0669 -5.2403 2.6796 -2.171
C -1.0301 -3.0057 3.0574 -1.273
C -1.2025 -1.6738 2.7547 -0.090
C -0.5203 -1.0610 1.6818 0.060
N -0.6025 0.2806 1.4257 1.483
C -0.5859 1.1750 2.4577 -0.812
C -0.1831 0.8406 3.7660 -0.243
C -0.0967 1.7767 4.7696 -1.479
C -0.3958 3.1151 4.5382 0.627
C -0.2088 4.1665 5.5959 -1.775
C -0.7630 3.4711 3.2521 -0.113
C -0.8660 2.5470 2.2195 -0.124
P -0.9563 3.0463 0.4806 1.811
C -2.5654 4.0080 0.2075 0.363
C -3.6279 3.1046 -0.4173 -1.496
C -3.1337 4.6977 1.4412 -1.660
C 0.3360 4.3921 0.2960 1.614
C 1.5973 3.8541 0.9534 -1.525
C 0.0532 5.8307 0.7257 -1.858
H -2.1411 -3.3385 -2.0636 -0.270
H -1.9662 -2.1885 -0.7267 0.074
H -1.2319 -3.7823 -0.6240 0.559
H -0.4496 -1.7843 -2.7826 -0.382
H 0.9091 -4.2992 -1.7363 0.130
H 1.4460 -3.3310 -3.1125 0.434
H -0.1007 -4.1732 -3.1645 0.264
H 2.5091 -1.9544 -2.2379 0.506
H 3.2539 0.1662 -0.2168 -0.002
H 2.9055 0.4035 -1.9310 -0.392
H 4.3702 -0.4778 -1.4381 0.667
H 3.0612 -2.3782 0.7316 0.282
H 4.2840 -2.6294 -0.5041 0.560
H 2.8458 -3.6399 -0.4968 0.183
H 0.9549 -3.8967 0.5092 -0.108
H 0.7410 -5.7163 1.9695 0.358
H -0.8662 -5.8051 2.7121 0.436
H 0.5163 -5.2923 3.6723 0.369
H -1.5615 -3.4344 3.8974 0.362
H -1.8862 -1.0783 3.3470 0.563
H 0.1535 -0.1663 3.9674 0.378
H 0.2468 1.4622 5.7459 0.311
H -0.2229 3.7299 6.5936 0.411
H -0.9862 4.9283 5.5272 0.360
H 0.7571 4.6562 5.4549 0.288
H -0.9365 4.5147 3.0424 0.106
H -2.2937 4.7624 -0.5432 0.577
H -3.9711 2.3529 0.2939 0.304
H -3.2186 2.6013 -1.2921 0.193
H -4.4896 3.6966 -0.7329 0.563
H -3.3440 3.9658 2.2189 0.280
H -4.0617 5.2111 1.1852 0.508
H -2.4452 5.4389 1.8325 0.320
H 0.4964 4.3997 -0.7915 -0.550
H 1.5278 3.8752 2.0389 0.283
H 2.4757 4.4196 0.6508 0.685
H 1.7408 2.8121 0.6584 -0.187
H -0.0404 5.9273 1.8036 0.296
H -0.8391 6.2342 0.2529 0.374
H 0.8957 6.4504 0.4185 0.462
C -1.5296 0.6573 -3.5018 -0.828
C -2.2913 0.2243 -2.3120 0.399
N -1.9203 0.4073 -1.0576 1.000
C -2.9652 -0.0145 -0.2811 -1.094
C -3.9757 -0.4589 -1.0753 -1.245
N -3.5410 -0.3133 -2.3654 0.532
C -4.2892 -0.7047 -3.5435 -1.427
N -4.8166 -2.0207 -3.4320 0.814
N -6.0409 -2.2334 -2.8488 -0.657
N -6.2665 -3.4948 -2.7809 -0.581
C -5.2132 -4.1694 -3.3009 0.246
C -4.9726 -5.5400 -3.4450 -0.636
C -3.7755 -5.9142 -4.0209 -0.729
C -2.8371 -4.9795 -4.4525 -0.235
C -3.0533 -3.6109 -4.3252 -0.682
C -4.2435 -3.2259 -3.7323 1.371
H -0.6088 1.1185 -3.1397 -1.187
H -2.0986 1.3968 -4.0645 0.662
H -1.2790 -0.1658 -4.1688 0.282
H -2.9280 0.0346 0.7911 0.598
H -4.9344 -0.8820 -0.8489 0.750
H -3.6203 -0.6488 -4.4079 0.627
H -5.1409 -0.0232 -3.6728 0.148
H -5.6955 -6.2622 -3.1044 0.434
H -3.5600 -6.9655 -4.1512 0.366
H -1.9154 -5.3239 -4.8973 0.430
H -2.3145 -2.8964 -4.6565 0.202
C 3.0496 3.7993 -2.2724 -1.318
Si 1.5786 2.7867 -2.9881 1.006
C 2.3223 1.7270 -4.4171 -1.586
C 0.4887 4.0740 -3.9335 -1.508
O 0.7503 1.9257 -1.9724 -0.146
H 3.8678 3.8616 -2.9858 0.541
H 3.4373 3.3425 -1.3667 0.188
H 2.7553 4.8176 -2.0290 0.353
H 2.5690 2.3456 -5.2742 0.429
H 1.6266 0.9658 -4.7581 0.329
H 3.2313 1.2153 -4.1192 0.349
H 1.1065 4.7344 -4.5361 0.401
H -0.0983 4.6963 -3.2628 0.335
H -0.2094 3.5865 -4.6089 0.317
O 2.6825 1.8566 2.8928 -0.755
C 2.5757 0.7762 2.3169 -0.334
O 1.9522 0.5268 1.2527 0.287
C 3.3557 -0.4018 2.9405 0.302
C 2.8041 -1.6653 3.0748 -0.376
C 3.5241 -2.7388 3.5916 -1.257
C 4.8231 -2.4946 3.9571 0.965
O 5.7709 -3.3764 4.4470 -0.527
C 6.9113 -2.5943 4.7091 -0.286
O 6.6735 -1.2563 4.3427 -0.520
C 5.3682 -1.2155 3.8807 1.014
C 4.6530 -0.1509 3.3934 -1.558
H 1.7853 -1.8242 2.7691 0.717
H 3.0777 -3.7145 3.6868 0.494
H 7.7724 -2.9878 4.1387 0.235
H 7.1490 -2.6480 5.7882 0.230
H 5.0502 0.8501 3.3652 0.494

=====

Record 3
14
Properties=species:S:1:pos:R:3:mulliken_charge:R:1 method="wB97M-V/def2-TZVPD" lumo_energy_ev=-0.391 orbital_gap_ev=8.4 de_lowest_kcal_mol=30.0 smiles="NCC(=S)S/C=C/F"
N 1.5947 -0.9162 -2.2865 -0.624
C 1.3419 0.2456 -1.4241 -0.612
C 0.0581 0.1463 -0.5967 0.229
S -1.4393 0.1850 -1.2952 -0.208
S 0.3931 0.1027 1.1352 -0.143
C -1.1065 -0.3120 1.9386 -0.462
C -1.7466 0.4752 2.7836 0.094
F -2.9211 0.0894 3.2998 -0.217
H 0.8105 -0.9479 -2.8868 0.259
H 2.4196 -0.7045 -2.8859 0.252
H 1.2302 1.1866 -2.0169 0.299
H 2.1515 0.4105 -0.7775 0.427
H -1.4771 -1.3048 1.7393 0.397
H -1.3091 1.3441 3.2731 0.311

=====

Record 4
20
Properties=species:S:1:pos:R:3:mulliken_charge:R:1 method="wB97M-V/def2-TZVPD" lumo_energy_ev=0.263 orbital_gap_ev=8.8 de_lowest_kcal_mol=189.4
C -0.6111 -2.7283 -1.2632 -0.769
C 0.2314 -1.0160 0.0705 0.544
C 0.8073 0.4373 0.1313 0.274
C -0.4316 1.4045 -0.2701 0.274
C 0.0907 2.6990 -0.5245 -1.245
H -1.8528 -2.8488 -0.7643 0.222
H 0.1896 -3.2218 -0.9101 0.376
H -0.8877 -2.8082 -2.1925 0.308
H 1.7844 0.6302 -0.6140 0.164
H 1.1531 -0.3193 2.0687 0.273
H 1.5031 1.3974 1.4798 0.109
H -0.8038 1.1082 -1.4382 0.175
H 0.6534 3.0157 0.4632 0.162
H 0.9730 2.8481 -1.2290 0.305
H -0.4708 3.4107 -0.9330 0.432
H -0.9983 1.8671 1.8596 0.428
N 1.3417 0.5963 1.3205 -0.483
O -0.1273 -1.4581 -1.1726 -0.334
O 0.0722 -1.6803 1.0054 -0.549
O -1.3393 1.3843 0.6798 -0.667

=====

Record 5
14
Properties=species:S:1:pos:R:3:mulliken_charge:R:1 method="wB97M-V/def2-TZVPD" lumo_energy_ev=0.005 orbital_gap_ev=9.4 de_lowest_kcal_mol=18.4 smiles=CC[C@H](Br)[Si](Cl)(Cl)Cl
C 0.3526 0.8204 1.9642 -0.951
C -0.5011 0.5129 0.7088 -0.374
C 0.4368 -0.1278 -0.3904 -0.757
Br 1.7485 1.1154 -1.1859 -0.117
Si -0.5952 -1.0740 -2.0451 0.798
Cl -1.6525 0.3160 -3.0044 -0.173
Cl -1.4656 -2.4455 -0.7808 -0.217
Cl 0.9715 -1.8247 -3.1409 -0.201
H 0.7938 -0.2489 2.1632 0.228
H 1.3020 1.3261 1.6202 0.248
H -0.1287 1.2807 2.9060 0.305
H -0.8844 1.4350 0.3324 0.357
H -1.3534 -0.0865 0.9462 0.363
H 0.9758 -0.9991 -0.0935 0.491